# 1
Density functional theory data (the ωB97M-V functional and the def2-TZVPD basis) for a structure of composition C20H50GaN2O9 at a distorted geometry.

Last column: Löwdin charge in e.
Geometry (Å):
C 4.9274 -0.8705 3.7435  -0.1273
O 5.7929 -0.6967 2.5652  -0.2695
C 5.0675 -0.1034 1.4260  -0.2358
C 5.6369 1.4250 1.2351  -0.2604
C 4.7719 2.3507 0.1814  -0.2940
Ga 3.6990 3.7050 1.3902  0.3418
O 4.9991 4.9065 2.1147  -0.3885
C 2.7396 2.5682 2.8695  -0.2742
O 1.2762 2.7195 2.8717  -0.2515
C 0.5914 1.5471 3.4392  -0.2281
O -0.5178 1.0199 2.6283  -0.1924
C -0.1769 0.9320 1.1999  -0.1547
C 1.0174 -0.1291 0.8318  -0.1642
O 0.5695 -0.8351 -0.4138  -0.1743
H 4.7038 -2.0082 3.9324  0.0867
H 3.9168 -0.2634 3.6772  0.0799
H 5.5710 -0.5091 4.6800  0.1012
H 5.3856 -0.7437 0.4704  0.1301
H 3.8977 -0.1891 1.4926  0.0884
H 6.7315 1.3155 0.7769  0.1073
H 5.7253 1.9775 2.2885  0.1073
H 5.5119 2.9357 -0.5123  0.0431
H 3.9948 1.7300 -0.4500  0.0348
H 2.6960 4.5773 0.5022  -0.0736
H 5.0853 4.7016 3.1089  -0.0081
H 3.2265 2.8613 3.8987  0.0714
H 3.0271 1.4522 2.6413  0.0297
H 1.3307 0.6702 3.7646  0.1350
H 0.1020 1.9168 4.4634  0.1456
H -1.1574 0.5302 0.6502  0.1373
H 0.0605 1.9681 0.6875  0.1460
H 2.0018 0.4575 0.5040  0.1208
H 1.2584 -0.9182 1.6616  0.1283
H 1.3612 -1.2369 -0.8794  0.1074
C -3.3737 2.3378 -4.3781  -0.1117
O -2.9121 1.2900 -5.2221  -0.1987
C -2.3611 1.7534 -6.4606  -0.2073
C -0.8339 1.5754 -6.4819  -0.2114
N -0.1724 2.5051 -5.5612  -0.0575
C 1.2367 2.1892 -5.3017  -0.1926
C 1.5650 0.8176 -4.6733  -0.2138
O 1.1324 0.6755 -3.3168  -0.1775
C -0.2395 0.3383 -3.1710  -0.0974
H -3.9654 1.8918 -3.5744  0.0901
H -2.5363 2.8731 -3.9251  0.0744
H -4.0103 3.0371 -4.9251  0.0833
H -2.6494 2.7883 -6.6805  0.1177
H -2.7907 1.1214 -7.2457  0.1151
H -0.4636 1.7513 -7.4981  0.1181
H -0.6240 0.5360 -6.2170  0.0955
H -0.6651 2.4999 -4.6719  0.0657
H 1.6057 2.9657 -4.6213  0.1225
H 1.7993 2.2998 -6.2368  0.1122
H 2.6571 0.7347 -4.6425  0.1187
H 1.2215 -0.0239 -5.2836  0.1043
H -0.5997 -0.3079 -3.9747  0.0877
H -0.8366 1.2441 -3.1042  0.0691
H -0.3613 -0.1960 -2.2216  0.0645
C -5.3288 -5.1636 1.3359  -0.1157
O -5.2210 -3.7885 0.9881  -0.1972
C -5.7611 -2.9040 1.9772  -0.2052
C -4.6392 -2.1462 2.7062  -0.2049
N -3.8669 -3.0380 3.5767  -0.0595
C -2.6077 -2.4602 4.0595  -0.1886
C -1.5575 -2.0385 3.0092  -0.2112
O -0.9561 -3.1322 2.3094  -0.1826
C -1.7320 -3.6368 1.2322  -0.0989
H -5.0999 -5.7583 0.4477  0.0886
H -4.6100 -5.4278 2.1148  0.0712
H -6.3409 -5.4122 1.6635  0.0832
H -6.4202 -3.4245 2.6823  0.1170
H -6.3733 -2.1733 1.4371  0.1170
H -5.0781 -1.3449 3.3111  0.1212
H -4.0055 -1.6893 1.9418  0.1000
H -3.6474 -3.8910 3.0688  0.0620
H -2.1490 -3.2183 4.7053  0.1162
H -2.8389 -1.6013 4.7013  0.1168
H -0.7394 -1.5541 3.5536  0.1144
H -1.9336 -1.2855 2.3090  0.0985
H -2.3027 -2.8556 0.7250  0.0900
H -2.3878 -4.4269 1.5887  0.0612
H -1.0507 -4.0910 0.5034  0.0900

* frontier orbital gap: 6.7173 eV
* charge: -1
* E_tot: -95327.45480 eV
* largest force on an atom: 2.92 eV/A



# 2
Density functional theory data (the ωB97M-V functional and the def2-TZVPD basis) for a structure of composition C20H50IInNO8 at a distorted geometry.

Last column: Löwdin charge in e.
Geometry (Å):
C 2.2162 -0.6926 3.8774  -0.1158
C 2.0618 0.8272 4.5581  -0.2391
O 2.1054 1.8254 3.4777  -0.2325
C 3.5214 2.1746 3.1314  -0.1681
C 3.9427 1.6736 1.6226  -0.3291
O 5.3852 1.4693 1.4193  -0.4448
In 5.9332 -0.5231 1.9625  0.3077
I 4.0056 -2.2343 0.7169  0.1099
N 5.7351 -0.7233 4.1213  -0.0823
C 6.5660 0.2114 4.7471  -0.2917
O 6.9861 1.2581 5.4768  -0.1021
H 3.1786 -0.6270 3.2029  -0.0226
H 2.3956 -1.5180 4.6915  0.0811
H 1.2762 -0.9145 3.2015  0.0852
H 0.9526 0.8424 4.9988  0.1096
H 2.8748 0.9669 5.3921  0.1217
H 4.2906 1.8450 3.9493  0.1125
H 3.5309 3.3675 3.0920  0.1282
H 3.5932 2.5375 0.8794  0.1178
H 3.3069 0.7188 1.3902  0.0538
H 7.6402 -0.9125 1.4268  -0.0860
C -0.2826 -2.1948 -2.7868  -0.0639
C 0.6174 -1.1014 -2.2336  -0.4981
C 2.0544 -1.2789 -2.6973  -0.0751
O 0.5740 -1.1297 -0.8092  -0.0847
H 0.0435 -3.1825 -2.4421  0.0856
H -1.3111 -2.0613 -2.4349  0.0693
H -0.2833 -2.1893 -3.8812  0.0652
H 0.2458 -0.1218 -2.5533  0.1129
H 2.4634 -2.2341 -2.3494  0.0562
H 2.6930 -0.4921 -2.2815  0.0771
H 2.1238 -1.2459 -3.7890  0.0739
H 0.9022 -1.9960 -0.5162  0.0577
C -2.7859 3.5985 5.2595  -0.0704
C -2.2078 2.2746 4.7855  -0.4945
C -3.2921 1.2203 4.6298  -0.0697
O -1.2380 1.8192 5.7255  -0.0672
H -3.2660 3.4885 6.2384  0.0768
H -1.9926 4.3440 5.3790  0.0801
H -3.5244 3.9834 4.5494  0.0770
H -1.6943 2.4186 3.8287  0.1438
H -3.7901 1.0260 5.5864  0.0804
H -2.8599 0.2694 4.3001  0.0815
H -4.0458 1.5339 3.9008  0.0735
H -1.6850 1.6886 6.5783  0.0917
C -4.5354 0.4059 -0.0729  -0.0651
C -3.8738 -0.3218 1.0865  -0.5003
C -3.3699 -1.6929 0.6650  -0.0546
O -4.8126 -0.4698 2.1486  -0.0740
H -5.4029 -0.1524 -0.4423  0.0788
H -4.9042 1.3860 0.2481  0.0777
H -3.8340 0.5495 -0.9007  0.0751
H -3.0389 0.2759 1.4680  0.1385
H -4.1960 -2.3257 0.3218  0.0796
H -2.9072 -2.2101 1.5125  0.0850
H -2.6334 -1.6123 -0.1406  0.0699
H -5.5576 -0.9993 1.8189  0.0903
C 0.3577 3.7335 -1.3882  -0.0570
C 0.1484 3.5048 -2.8766  -0.4978
C -0.9007 4.4498 -3.4404  -0.0724
O -0.2638 2.1579 -3.0940  -0.0684
H -0.5675 3.5519 -0.8298  0.0814
H 1.1062 3.0383 -0.9935  0.0830
H 0.6907 4.7569 -1.1891  0.0803
H 1.0957 3.6474 -3.4078  0.1407
H -1.8705 4.2935 -2.9549  0.0783
H -1.0498 4.2655 -4.5098  0.0764
H -0.6054 5.4947 -3.3029  0.0776
H -1.1044 2.0221 -2.6260  0.0904
C -1.0239 -3.8100 -7.0842  -0.0669
C -0.3623 -4.5378 -5.9248  -0.5084
C 0.1416 -5.9089 -6.3463  -0.0680
O -1.3011 -4.6858 -4.8627  -0.0657
H -1.8914 -4.3684 -7.4536  0.0786
H -1.3927 -2.8300 -6.7632  0.0795
H -0.3224 -3.6665 -7.9120  0.0794
H 0.4726 -3.9401 -5.5433  0.1347
H -0.6845 -6.5417 -6.6895  0.0784
H 0.6043 -6.4261 -5.4988  0.0821
H 0.8781 -5.8283 -7.1519  0.0792
H -2.0461 -5.2153 -5.1924  0.0914

* frontier orbital gap: 7.7622 eV
* charge: -1
* E_tot: -52694.12866 eV
* largest force on an atom: 9.92 eV/A



# 3
Density functional theory data (the ωB97M-V functional and the def2-TZVPD basis) for a cluster of 6 separate species, C20H50O18S6 in total at a distorted geometry.

Last column: Löwdin charge in e.
Geometry (Å):
C -1.1807 2.4265 -5.5866  -0.0272
C -1.1845 1.1975 -4.6420  -0.4062
C 0.1639 1.0706 -3.8404  -0.1286
C -0.1746 0.2385 -2.5492  -0.1885
C -0.3295 -1.2489 -3.0538  -0.1700
S -1.7767 -1.2273 -4.1858  0.7412
O -2.9696 -0.8746 -3.3702  -0.3039
O -1.9338 -2.5547 -4.8197  -0.3208
O -1.5571 -0.0280 -5.2992  -0.2001
H -0.6481 2.2730 -6.5381  0.0878
H -2.2278 2.7409 -5.7547  0.0869
H -0.6935 3.2637 -5.0516  0.0820
H -1.9661 1.3919 -3.8763  0.1343
H 0.9121 0.5146 -4.4391  0.1229
H 0.5266 2.0824 -3.6067  0.1137
H 0.5969 0.3429 -1.7707  0.1006
H -1.1635 0.5183 -2.1444  0.1089
H 0.5438 -1.4595 -3.6985  0.1041
H -0.4756 -1.9797 -2.2461  0.1105
C 2.3188 1.2174 3.8809  -0.0611
C 1.0331 1.6184 3.1839  -0.2503
O 1.1490 2.8874 2.5220  -0.2670
S 1.9227 2.9479 1.1141  0.5880
C 1.3927 4.5672 0.6463  -0.1107
O 1.3383 1.9899 0.2153  -0.2868
O 3.3368 2.9822 1.3609  -0.2793
H 3.1079 1.0048 3.1584  0.0743
H 2.1628 0.3228 4.4853  0.0653
H 2.6766 2.0231 4.5246  0.0822
H 0.7088 0.8490 2.4794  0.1173
H 0.2405 1.7319 3.9239  0.1175
H 0.3144 4.5579 0.5086  0.0793
H 1.8912 4.8185 -0.2881  0.0775
H 1.6797 5.2710 1.4251  0.0541
C -2.5473 -6.5856 0.5818  -0.0767
C -2.7880 -7.3743 -0.6921  -0.2655
O -3.2905 -6.5479 -1.7480  -0.2648
S -2.2493 -5.6014 -2.5322  0.5956
C -3.2995 -5.1856 -3.8883  -0.1130
O -1.1597 -6.4108 -3.0053  -0.2799
O -2.0134 -4.4236 -1.7432  -0.2862
H -1.7258 -5.8794 0.4576  0.0691
H -2.2959 -7.2562 1.4051  0.0789
H -3.4332 -6.0087 0.8505  0.0838
H -1.8822 -7.8944 -1.0127  0.1145
H -3.5485 -8.1340 -0.5095  0.1206
H -3.5190 -6.0880 -4.4545  0.0775
H -2.7643 -4.4706 -4.5088  0.0320
H -4.2115 -4.7350 -3.5034  0.0830
C -0.3887 -4.0387 -7.4851  -0.0605
C -0.2405 -2.5304 -7.4410  -0.2664
O 0.8864 -2.0819 -8.2139  -0.2644
S 0.7345 -2.0196 -9.8130  0.5884
C 2.1857 -1.0625 -10.1305  -0.1254
O -0.4249 -1.2362 -10.1390  -0.2795
O 0.9236 -3.3364 -10.3512  -0.2785
H -0.6684 -4.3773 -8.4836  0.0733
H -1.1598 -4.3651 -6.7875  0.0679
H 0.5533 -4.5265 -7.2294  0.0887
H -1.1555 -2.0330 -7.7692  0.1195
H -0.0552 -2.2198 -6.4156  0.0888
H 2.0651 -0.0808 -9.6793  0.0715
H 2.2899 -0.9718 -11.2099  0.0750
H 3.0460 -1.5814 -9.7142  0.0734
C 0.7356 8.6968 7.0395  -0.0740
C 1.3858 8.9267 5.6880  -0.2616
O 2.3112 7.8840 5.3525  -0.2639
S 1.7189 6.4836 4.8276  0.5892
C 3.2399 5.8168 4.2238  -0.1119
O 0.8445 6.7366 3.7140  -0.2860
O 1.2940 5.7071 5.9573  -0.2767
H 0.0756 7.8291 7.0160  0.0709
H 0.1430 9.5651 7.3311  0.0809
H 1.4912 8.5090 7.8033  0.0851
H 0.6357 9.0386 4.9016  0.1146
H 1.9635 9.8508 5.7161  0.1218
H 3.5925 6.4337 3.4006  0.0782
H 3.0451 4.8022 3.8766  0.0588
H 3.9640 5.7997 5.0348  0.0787
C 0.2971 -3.8009 9.0415  -0.0743
C -0.3175 -3.5490 7.6773  -0.2614
O -0.9042 -2.2436 7.5851  -0.2643
S 0.0752 -0.9853 7.3750  0.5903
C -1.1701 0.1902 6.9402  -0.1202
O 0.9083 -1.2336 6.2300  -0.2870
O 0.6374 -0.6152 8.6418  -0.2735
H 1.1689 -3.1663 9.2035  0.0714
H 0.6140 -4.8408 9.1317  0.0809
H -0.4186 -3.5771 9.8335  0.0847
H 0.4149 -3.6953 6.8800  0.1148
H -1.1258 -4.2602 7.5069  0.1217
H -1.6326 -0.1169 6.0051  0.0743
H -0.6829 1.1565 6.8219  0.0746
H -1.9032 0.2371 7.7419  0.0751

* frontier orbital gap: 10.9146 eV
* SMILES: C[C@@H]1CCCS(=O)(=O)O1.CCOS(C)(=O)=O.CCOS(C)(=O)=O.CCOS(C)(=O)=O.CCOS(C)(=O)=O.CCOS(C)(=O)=O
* E_tot: -123414.49972 eV
* largest force on an atom: 4.73 eV/A



# 4
Density functional theory data (the ωB97M-V functional and the def2-TZVPD basis) for a structure of composition C20H51BaN4O10 at a distorted geometry.

Last column: Löwdin charge in e.
Geometry (Å):
Ba 24.1823 -4.7072 -8.3762  1.9272
N 22.1489 -4.9508 -11.6937  -0.5667
O 22.8792 -4.5430 -10.6928  -0.3545
O 20.9346 -5.0960 -11.5468  -0.0022
O 22.7122 -5.1664 -12.7400  0.0741
C 27.1220 -5.0083 -14.8353  -0.0910
C 25.8854 -5.2147 -13.9934  -0.3274
O 25.5510 -6.6088 -14.0275  -0.0807
H 27.8919 -5.7224 -14.5243  0.0730
H 27.5145 -3.9931 -14.8312  0.0738
H 26.9309 -5.3231 -15.8665  0.0748
H 25.0592 -4.5408 -14.1886  0.0907
H 26.1331 -5.0409 -12.9288  0.0977
H 26.2817 -7.0526 -13.5901  0.0715
C 14.8262 -1.0693 -12.4674  -0.1311
O 15.6354 -0.3115 -13.3054  -0.1764
C 16.7809 0.3429 -12.7505  -0.2029
C 17.5924 -0.4581 -11.7803  -0.2378
N 18.1667 -1.6174 -12.4508  -0.0429
C 18.8748 -2.5583 -11.5907  -0.1973
C 18.0438 -3.1046 -10.4160  -0.2240
O 18.1134 -2.2133 -9.3222  -0.2201
C 17.0251 -2.3281 -8.4373  -0.1084
H 14.1956 -1.6859 -13.1070  0.0949
H 14.1836 -0.4549 -11.8178  0.0951
H 15.3714 -1.7432 -11.7942  0.0577
H 16.4564 1.2826 -12.2790  0.1244
H 17.3920 0.6252 -13.6083  0.1264
H 16.9438 -0.7116 -10.9290  0.0972
H 18.3804 0.1826 -11.3777  0.1295
H 17.4050 -2.1109 -12.9090  0.1072
H 19.7532 -2.0136 -11.2256  0.1199
H 19.2215 -3.4399 -12.1277  0.0970
H 18.3998 -4.1179 -10.1803  0.1159
H 17.0377 -3.1826 -10.8504  0.1165
H 16.0670 -2.3263 -8.9642  0.0887
H 17.0600 -1.4680 -7.7689  0.0911
H 17.1019 -3.2452 -7.8368  0.0792
C 23.5065 -1.2678 -7.0053  -0.0874
O 22.9078 -2.3361 -7.7374  -0.3797
C 21.5610 -2.5424 -7.2510  -0.2002
C 20.8274 -3.6015 -8.0147  -0.1991
N 21.3762 -4.9712 -7.8803  -0.1658
C 20.9649 -5.6235 -6.6086  -0.1917
C 19.5094 -6.0586 -6.5977  -0.2279
O 19.2771 -7.0841 -7.5161  -0.1795
C 19.5701 -8.3883 -7.0392  -0.0786
H 23.5066 -1.4693 -5.9302  0.0998
H 23.0204 -0.3282 -7.2598  0.1082
H 24.5613 -1.1969 -7.2876  0.0924
H 21.0133 -1.6000 -7.3645  0.1444
H 21.6042 -2.7025 -6.1656  0.1267
H 20.7919 -3.3782 -9.0823  0.1206
H 19.7871 -3.5657 -7.6727  0.1159
H 20.8796 -5.4997 -8.6033  0.1088
H 21.1667 -4.9458 -5.7725  0.1192
H 21.5877 -6.5070 -6.4431  0.1051
H 18.8201 -5.2494 -6.8497  0.1185
H 19.2515 -6.3377 -5.5623  0.1350
H 19.0059 -8.5921 -6.1286  0.0962
H 20.6469 -8.5335 -6.9086  0.0830
H 19.2527 -9.0751 -7.8216  0.0910
C 23.5105 -4.9555 -16.7248  -0.1316
O 22.5279 -5.7686 -16.1567  -0.1650
C 21.3165 -5.0899 -15.9065  -0.2378
C 20.1918 -6.0673 -15.7170  -0.2002
N 20.2913 -6.7531 -14.4116  -0.0451
C 19.1870 -7.6678 -14.2638  -0.2328
C 19.1455 -8.2447 -12.8586  -0.2263
O 20.4072 -8.8007 -12.5448  -0.1734
C 20.3785 -9.5293 -11.3738  -0.1537
H 23.7778 -4.0811 -16.1124  0.0832
H 23.2443 -4.6399 -17.7407  0.0900
H 24.4320 -5.5381 -16.7983  0.0828
H 21.0419 -4.3610 -16.6788  0.1224
H 21.4233 -4.5395 -14.9563  0.1137
H 20.2005 -6.8710 -16.4544  0.1245
H 19.2464 -5.5020 -15.7889  0.1174
H 20.2097 -6.0635 -13.6667  0.0799
H 19.3195 -8.4955 -14.9649  0.1253
H 18.2032 -7.1878 -14.4195  0.1195
H 18.3945 -9.0403 -12.7692  0.1220
H 18.9154 -7.4394 -12.1406  0.1192
H 21.3603 -9.9032 -11.0743  0.0831
H 19.7849 -10.4610 -11.4599  0.0925
H 19.9704 -8.9500 -10.5281  0.0752

* frontier orbital gap: 5.0198 eV
* charge: +1
* E_tot: -48683.29415 eV
* largest force on an atom: 2.47 eV/A